(1)
Here is a cluster of 16 separate species, C23H22Cl46F13OP2 in total from the OMol25 dataset. Energies are from ωB97M-V/def2-TZVPD.

Positions of all 107 atoms, in Å:
O  2.12997  -3.49458  -2.58536
P  0.90263  -2.77187  -1.80962
Cl  1.66514  -2.40461  0.00745
P  1.06947  -0.61645  -2.52801
C  -0.43902  0.17389  -1.95461
C  -0.37183  1.70531  -1.88412
C  0.36606  2.21551  -0.64030
F  0.86662  1.14642  0.06036
F  -0.49498  2.84221  0.17259
C  1.61160  3.15580  -0.82383
F  2.70759  2.38658  -1.03418
F  1.78170  3.79804  0.33517
C  1.52240  4.23875  -1.95391
F  2.10433  5.35286  -1.50820
F  0.21723  4.50536  -2.17602
C  2.26425  3.86857  -3.28471
F  2.06901  2.55112  -3.59582
F  3.56627  4.04288  -3.06963
C  1.85518  4.74032  -4.52807
F  1.47786  5.95688  -4.12995
F  2.93927  4.85574  -5.30808
C  0.73616  4.10450  -5.41713
F  0.17839  5.02833  -6.17892
F  -0.22788  3.55225  -4.66297
F  1.25089  3.15549  -6.18962
H  2.54854  -2.96737  -3.28182
H  2.18967  0.07744  -2.05992
H  1.08685  -0.53880  -3.92359
H  -1.20699  -0.12737  -2.67116
H  -0.75596  -0.27321  -1.00629
H  -1.40330  2.06704  -1.80686
H  0.01639  2.13108  -2.80479
C  -1.58545  -1.85133  2.87512
Cl  -3.20178  -2.51697  2.89850
Cl  -0.36904  -3.09184  3.16508
Cl  -1.28596  -1.04432  1.31646
H  -1.49588  -1.10272  3.65175
C  4.89821  1.94458  1.52654
Cl  5.88667  1.00788  0.39823
Cl  4.49187  0.98651  2.94735
Cl  5.71257  3.44306  1.96494
H  3.97625  2.19995  1.02373
C  -4.42467  -6.38788  1.57272
Cl  -2.83592  -5.87855  2.14732
Cl  -5.63853  -6.20146  2.82764
Cl  -4.87478  -5.49214  0.11330
H  -4.35453  -7.43913  1.32441
C  -2.07119  7.54585  -6.86946
Cl  -2.05267  8.45490  -5.36185
Cl  -3.27016  6.24416  -6.79521
Cl  -2.37203  8.59579  -8.24561
H  -1.09938  7.08938  -6.99829
C  9.10506  5.86392  1.91345
Cl  7.50198  5.98276  2.65283
Cl  9.53161  4.18013  1.62203
Cl  9.17799  6.80974  0.43200
H  9.81820  6.27563  2.61586
C  -0.16583  -1.36674  -7.10802
Cl  0.95132  -2.51784  -7.80847
Cl  -0.79775  -1.93975  -5.54844
Cl  0.59380  0.21244  -6.88747
H  -1.01309  -1.24746  -7.77123
C  -5.33124  -6.88683  7.05394
Cl  -5.02708  -5.32939  6.28120
Cl  -7.02185  -7.04880  7.51113
Cl  -4.83738  -8.21375  5.99786
H  -4.73200  -6.93732  7.95390
C  -5.89698  -1.18152  6.92849
Cl  -7.30283  -2.22349  6.75643
Cl  -4.94842  -1.60750  8.35044
Cl  -4.88817  -1.23805  5.47532
H  -6.24147  -0.16366  7.05350
C  -5.65187  3.42410  -8.14988
Cl  -4.54337  2.05588  -7.95482
Cl  -6.39385  3.40475  -9.74197
Cl  -6.86938  3.42402  -6.87698
H  -5.07409  4.33405  -8.05897
C  5.29848  4.69319  5.23513
Cl  6.11213  4.53909  6.78562
Cl  3.78789  3.78101  5.20767
Cl  5.01784  6.38507  4.82280
H  5.95091  4.27147  4.48173
C  -5.99468  -6.32211  11.55598
Cl  -5.63423  -4.82351  10.69730
Cl  -7.70587  -6.42663  11.94784
Cl  -5.48393  -7.71191  10.59614
H  -5.43335  -6.32818  12.48075
C  1.99285  -6.72438  -3.83139
Cl  0.38149  -7.42883  -3.93019
Cl  3.17442  -7.89878  -3.26777
Cl  2.47300  -6.04845  -5.39423
H  1.95904  -5.91416  -3.11693
C  -2.27531  -9.87873  0.62628
Cl  -0.71846  -9.27948  1.18759
Cl  -3.49858  -9.74863  1.89242
Cl  -2.80120  -9.02205  -0.82442
H  -2.16543  -10.92578  0.37687
C  -4.67395  -1.75256  -3.59089
Cl  -4.39779  -3.09541  -4.68354
Cl  -5.09950  -2.29726  -1.98122
Cl  -3.21771  -0.71170  -3.51777
H  -5.47558  -1.14040  -3.98313
C  9.98886  6.24665  6.85480
Cl  11.65447  6.68829  7.21205
Cl  9.87844  5.39122  5.30936
Cl  9.29326  5.29688  8.16166
H  9.41210  7.15695  6.75665

As for the total energy: -656185.4192 eV. As for the orbital gap: 8.2 eV. Its net charge is +1. The value obtained for the HOMO energy is -12.0505 eV. The spin multiplicity is 1. The value obtained for the lowest unoccupied orbital energy is -0.140 Eh.

***

(2)
Here is a cluster of 5 separate species, C39H82N7 in total in a non-equilibrium geometry from the OMol25 dataset. Energies are from ωB97M-V/def2-TZVPD.

Positions of all 128 atoms, in Å:
C  1.12022  -4.25169  0.06149
C  1.95422  -3.52707  -0.98966
N  1.24023  -2.44750  -1.68784
C  1.67002  -1.15080  -1.83293
C  0.82367  -0.51966  -2.68312
N  -0.18194  -1.42937  -2.93699
C  0.15068  -2.61250  -2.43274
C  -1.37554  -1.19137  -3.78360
H  1.78475  -4.61486  0.84440
H  0.54642  -5.05843  -0.38344
H  0.47849  -3.56854  0.62644
H  2.32106  -4.23386  -1.73479
H  2.86841  -3.12305  -0.55747
H  2.52052  -0.81155  -1.27061
H  0.70888  0.49385  -3.02458
H  -0.50448  -3.46833  -2.38177
H  -2.25435  -1.13747  -3.14123
H  -1.51603  -2.04577  -4.43995
H  -1.24392  -0.26860  -4.33659
C  2.35202  -1.68834  5.94066
C  2.09872  -2.57466  7.15737
N  1.33194  -1.89735  8.22955
C  1.85234  -0.89317  9.02128
C  0.86268  -0.52105  9.86996
N  -0.23405  -1.28763  9.58284
C  0.08291  -2.13637  8.60571
C  -1.50906  -1.25951  10.30083
H  1.46237  -1.22363  5.52203
H  2.74513  -2.33595  5.15290
H  3.14036  -0.97332  6.17206
H  3.00012  -2.98188  7.60732
H  1.47190  -3.42750  6.89098
H  2.86126  -0.55108  8.87725
H  0.83634  0.24803  10.62282
H  -0.55389  -2.88820  8.17163
H  -1.52566  -2.05717  11.04112
H  -2.35408  -1.39683  9.63064
H  -1.64131  -0.30375  10.79883
C  -5.93322  -0.47543  -2.41054
C  -6.73599  -0.17340  -3.68607
C  -5.84596  -0.18519  -4.92435
C  -6.64799  -0.06076  -6.20082
N  -5.80217  -0.13130  -7.44704
C  -4.89571  -1.33190  -7.55543
C  -3.52110  -0.98670  -6.97502
C  -3.44801  0.55288  -7.05055
C  -4.82153  1.04146  -7.51370
C  -6.70183  -0.15187  -8.66441
H  -5.42543  0.42967  -2.06346
H  -5.21517  -1.28792  -2.56551
H  -6.58002  -0.80006  -1.59567
H  -7.17937  0.81190  -3.53239
H  -7.54244  -0.90312  -3.76414
H  -5.29651  -1.13198  -4.91578
H  -5.10196  0.61274  -4.84001
H  -7.13815  0.90947  -6.27465
H  -7.37621  -0.86663  -6.29377
H  -4.74968  -1.46617  -8.62573
H  -5.36395  -2.21795  -7.13455
H  -2.72306  -1.48612  -7.51792
H  -3.45846  -1.35695  -5.94925
H  -2.70172  0.82834  -7.79181
H  -3.20880  1.02512  -6.09971
H  -4.79798  1.31438  -8.56543
H  -5.23019  1.87208  -6.94613
H  -6.11411  0.07329  -9.54659
H  -7.45160  0.62221  -8.51274
H  -7.16567  -1.13279  -8.70135
C  2.49929  2.15538  -0.61352
C  3.38170  2.19116  -1.87873
C  4.81363  1.59018  -1.73542
C  5.70147  2.48589  -0.90501
N  7.14156  2.05282  -0.77500
C  7.28765  0.86123  0.13110
C  7.23789  1.39326  1.56884
C  7.61559  2.88179  1.45727
C  7.92422  3.11579  -0.03217
C  7.74786  1.80216  -2.11050
H  1.58311  2.66541  -0.90788
H  2.94991  2.58479  0.27769
H  2.33553  1.09609  -0.38273
H  3.60380  3.25082  -2.04477
H  2.89756  1.77543  -2.75777
H  5.16607  1.52388  -2.76517
H  4.73371  0.55486  -1.38745
H  5.30670  2.56460  0.10945
H  5.73032  3.50143  -1.30022
H  8.28787  0.47807  -0.07520
H  6.58230  0.07637  -0.12441
H  7.98076  0.86091  2.15501
H  6.23926  1.24790  1.97666
H  8.50722  3.11814  2.03069
H  6.81984  3.56440  1.74803
H  8.97926  2.94611  -0.23231
H  7.62241  4.09955  -0.38105
H  7.31499  0.90625  -2.54955
H  8.80346  1.55765  -2.00781
H  7.60692  2.67992  -2.73488
C  0.20849  1.55074  5.27843
C  1.01463  1.50379  3.97645
C  0.15162  1.36011  2.70948
C  -0.85335  0.22344  2.77180
N  -1.75473  0.08703  1.56439
C  -2.54855  1.34009  1.23552
C  -3.57799  1.46553  2.33070
C  -3.92399  -0.00541  2.69015
C  -2.88700  -0.86368  1.96990
C  -1.09440  -0.45973  0.32691
H  -0.74437  2.04373  5.05627
H  0.73632  2.10302  6.05008
H  -0.09904  0.58565  5.69117
H  1.81275  0.75870  4.02578
H  1.51110  2.46633  3.84414
H  0.74029  1.22224  1.79875
H  -0.41269  2.28938  2.60256
H  -1.54186  0.36488  3.60428
H  -0.37367  -0.74726  2.91433
H  -2.97141  1.15696  0.24921
H  -1.86438  2.18152  1.14339
H  -4.44258  2.00632  1.95015
H  -3.24909  2.01865  3.20859
H  -4.88859  -0.25921  2.25076
H  -4.01466  -0.14225  3.76270
H  -3.25983  -1.32314  1.05761
H  -2.45786  -1.64155  2.59988
H  -1.82788  -0.34179  -0.46412
H  -0.80334  -1.50248  0.42975
H  -0.20310  0.14480  0.17156

As for the total energy: -52158.6489 eV. As for the orbital gap: 9.2 eV. Its net charge is +5. The value obtained for the HOMO energy is -19.3466 eV. The spin multiplicity is 1. The value obtained for the lowest unoccupied orbital energy is -0.373 Eh.

***

> Among the records above, which one has the highest orbital gap?

C39H82N7

***

> Look up the net charge of the first one.

+1